No. 1
DFT (ωB97M-V/def2-TZVPD) results for a 8-piece molecular cluster, C35H61FN8O12 overall.

HOMO level: -8.7 eV
SMILES: CC(=O)OC(=O)CN1C(=O)c2cccc(CCF)c2C1=O.CN(C)C=O.CN(C)C=O.CN(C)C=O.CN(C)C=O.CN(C)C=O.CN(C)C=O.CN(C)C=O
spin multiplicity: 1
LUMO energy: -0.0024 Eh
frontier orbital gap: 8.62 eV

Atoms and positions in Å:
N  7.4637  -2.9438  -4.2410
H  3.2818  3.8369  6.8032
H  -7.4350  -5.4519  -0.1110
C  -2.5232  3.1015  4.4403
H  7.2328  -1.5922  -2.6757
H  2.2680  4.3287  2.7151
N  -5.6953  -6.3281  -0.8471
H  1.8512  6.9778  -1.2855
H  5.7785  -2.5371  -3.0473
H  0.3029  2.0901  -2.5825
C  0.5772  2.2579  -0.4473
H  -4.1345  -7.0756  0.3150
H  5.4254  4.2393  -1.4225
C  1.6059  8.0035  -1.5365
C  -9.3564  -10.3889  2.3254
H  -7.6704  -6.4559  -1.5605
O  4.1648  1.1327  -1.6015
H  -0.9808  6.0338  4.1254
H  4.9088  3.3397  7.3378
C  -1.0616  4.9642  3.9374
H  -2.5531  5.7713  6.1264
H  -9.8942  -9.5130  1.9578
H  -3.9711  4.7779  5.7240
H  9.5298  -2.9777  -4.5100
H  -9.4170  -12.2547  0.2784
C  1.5094  3.3503  -0.6456
H  -4.0162  -3.1589  -1.8563
O  -3.9704  -6.3619  -2.3423
H  -4.2046  -5.3077  0.1940
H  -5.3780  -6.1749  1.2186
H  0.8010  6.7473  -3.6007
C  4.4850  3.6614  -1.1905
C  -1.6281  1.7960  -1.6226
C  -4.8052  -6.2147  0.2940
C  -3.3131  -2.3476  -2.0396
H  -3.3646  -4.2037  -4.0917
H  4.4761  0.9999  1.1359
O  4.9769  2.3515  3.2367
C  -0.0500  1.5260  -1.6749
C  4.5779  2.2782  4.3839
O  1.7071  4.0930  -3.0475
H  -8.8460  -10.1201  3.2522
H  -0.4277  1.0563  1.1266
O  3.2983  6.2676  0.2472
C  -7.1279  -6.3699  -0.6184
C  2.1108  4.0007  -1.9287
C  -2.4023  -4.0836  -3.5908
C  -7.4125  -9.9194  0.9717
C  8.6585  -2.4411  -4.8914
H  6.2301  -4.5333  -3.8346
C  0.2820  1.9071  0.9635
H  6.0769  1.7921  0.7970
H  2.2952  8.3655  -2.3032
C  1.7923  3.7566  1.8919
H  -3.4853  6.1019  4.6426
H  -2.8078  -2.0822  -1.1082
H  -0.1839  4.4524  4.3387
O  -7.2940  -8.7874  1.4067
H  -0.6690  -2.2718  -4.1311
H  4.1577  1.3450  4.7942
H  -7.3616  -7.2302  0.0104
C  6.6378  -2.0240  -3.4775
C  4.5128  2.3999  -2.1258
H  6.1604  4.4616  4.5554
H  -7.6546  -12.2962  0.0530
C  -1.3669  -1.8693  -3.3797
C  5.2474  0.5579  -0.8929
H  -1.6013  -4.2463  -4.3121
C  0.8753  2.6117  2.1095
H  -3.4504  2.8011  4.9554
H  -2.3171  -4.8169  -2.7901
H  8.7732  -1.3749  -4.7017
H  5.0689  5.2925  5.6931
H  -1.1114  4.7820  2.8621
O  6.0098  -0.2116  -1.4031
N  -8.3732  -10.7972  1.3378
C  4.0997  3.1327  6.6336
H  4.5912  3.3044  -0.1302
H  -0.4322  7.9640  -4.0223
H  3.7361  2.1185  6.7968
H  6.2854  -1.2288  -4.1381
C  -0.7176  8.7917  -1.4654
O  7.8062  -5.0732  -4.9903
O  -1.2522  -0.7365  -2.9377
C  -0.0753  7.2867  -3.2437
N  0.2516  8.0534  -2.0548
H  -2.1366  0.8686  -1.2667
C  5.1220  4.5815  4.8702
H  -3.8514  -1.4705  -2.4056
H  1.7059  8.6229  -0.6454
O  4.8623  2.5080  -3.2588
N  3.3472  4.5756  -1.4224
C  2.9853  5.1798  -0.1330
O  -1.8414  2.2963  3.8314
C  -5.1624  -6.3918  -2.0865
H  -0.3634  9.3335  -0.5718
H  -2.0262  2.0822  -2.6327
C  2.0820  4.0870  0.5167
C  7.1558  -4.2553  -4.3661
H  0.1785  0.4386  -1.7239
F  -1.9766  2.8393  -0.7263
C  5.4685  0.8679  0.6362
H  -10.0605  -11.1971  2.5165
H  -6.7185  -10.3274  0.2184
H  8.5851  -2.6169  -5.9666
N  -2.3254  -2.7487  -3.0234
H  4.5432  4.9565  4.0235
N  -2.2541  4.4247  4.5664
N  4.5933  3.2924  5.2800
C  -3.1201  5.3180  5.3099
H  -5.9238  -6.4763  -2.8797
H  0.6248  2.2859  3.1497
H  5.9734  0.0097  1.1545
H  -8.3628  -12.8653  1.5804
H  -0.8712  6.5775  -3.0077
C  -8.4526  -12.1315  0.7764
O  -1.8688  8.8751  -1.8497

Forces on atoms 1 to 3 (eV/Å):
N -0.34 -0.41 0.06
H 0.00 -0.08 0.17
H -0.15 -0.05 -0.04


No. 2
DFT (ωB97M-V/def2-TZVPD) results for one molecule with the formula C2H9NO3Si.

HOMO level: -9.5 eV
relative energy (zero: lowest compared OMol25 entry of this formula, charge and spin): 0.23 kcal per mole
SMILES: CO[Si](N)(O)OC
spin multiplicity: 1
LUMO energy: 0.0237 Eh
frontier orbital gap: 10.12 eV

Atoms and positions in Å:
O  -2.3362  -0.6816  -1.0998
H  2.1501  -2.3038  -0.3275
H  1.5970  -1.2308  0.9805
H  0.2004  2.9752  0.0080
Si  -1.0773  -0.2284  -0.2143
H  2.1394  -0.5430  -0.5717
H  -2.1987  -0.9061  -2.0168
H  1.2592  2.0098  -1.0474
C  0.5202  1.9624  -0.2453
N  -1.2680  -0.2850  1.4880
H  -1.6408  -1.1265  1.8986
O  0.3305  -1.5296  -0.6241
O  -0.5975  1.2420  -0.6950
H  0.9735  1.4989  0.6300
C  1.6063  -1.3811  -0.1047
H  -1.6580  0.5276  1.9416

Forces on atoms 1 to 3 (eV/Å):
O -0.46 -0.21 0.17
H 0.15 0.10 0.11
H 0.12 0.01 0.07


No. 3
DFT (ωB97M-V/def2-TZVPD) results for an isolated ion of composition C7H11N2S and charge +1.

net charge: +1
HOMO level (alpha / beta): -11.3 / -11.5 eV
relative energy (zero: lowest compared OMol25 entry of this formula, charge and spin): 64.65 kcal per mole
spin multiplicity: 1
LUMO energy (alpha / beta): -0.1514 / -0.1427 Eh
frontier orbital gap (alpha / beta): 7.13 / 7.66 eV

Atoms and positions in Å:
H  -0.1481  2.8210  -0.2827
H  -3.3945  -1.5177  0.8372
H  0.6376  0.6970  -1.6675
C  -0.3714  1.7382  0.0052
C  2.8562  1.1771  0.0630
N  0.2459  -1.2592  0.7562
H  2.5275  2.1359  0.6649
H  2.2345  -1.3611  1.4076
C  -1.9506  -0.3195  0.0115
H  3.0223  1.4592  -1.0020
H  -0.3103  -1.4871  -1.0405
C  -0.5523  -0.6699  -0.3607
S  -2.0289  1.3239  0.3133
H  -4.0378  -0.5125  -0.2647
C  0.3608  0.6760  -0.6025
C  -3.1578  -1.1425  -0.1387
C  1.4919  -0.7526  0.8234
H  -3.0272  -1.8659  -0.9024
N  1.6685  0.2944  0.0348
H  3.8709  0.8014  0.4251
H  0.0629  -2.2361  0.9196

Forces on atoms 1 to 3 (eV/Å):
H -0.60 -1.62 0.76
H -0.03 -1.31 0.47
H -0.37 0.80 0.07